Arrangement w

Computed, not measured: a 2-piece molecular cluster, C5H10O2 overall, with ωB97M-V with the def2-TZVPD basis set.

Values from the calculation:
- HOMO-LUMO gap: 9.4 eV
- SMILES: C/C=C/O.C=CO
- HOMO level: -0.3157 Eh

Element x y z (Å)
O  -0.5320  3.3531  -0.3619
O  -0.1709  -3.2309  -0.3417
C  -0.0071  -1.2625  0.9611
C  -0.5008  1.4398  -1.7410
C  0.6957  -0.4686  2.0124
C  0.0072  2.6073  -1.3746
C  0.3512  -2.5086  0.6948
H  1.0727  0.4798  1.6163
H  0.0552  -0.1697  2.8438
H  -0.7686  -0.7637  0.3822
H  -0.1609  4.2297  -0.4128
H  1.5671  -0.9943  2.4023
H  0.9340  2.9840  -1.7929
H  1.1700  -2.9911  1.2159
H  0.0330  0.8502  -2.4719
H  -0.0888  -4.1665  -0.1708
H  -1.3492  0.9978  -1.2381

Here are the natural (NBO) charges for atoms 1 to 5, given in e: -0.683 -0.691 -0.270 -0.504 -0.628


Arrangement x

Computed, not measured: a 2-piece molecular cluster, C5H10O2 overall, with ωB97M-V with the def2-TZVPD basis set.

Values from the calculation:
- HOMO-LUMO gap: 9.1 eV
- SMILES: CCC=O.C=CO
- HOMO level: -0.3119 Eh

Element x y z (Å)
O  2.4931  -0.9705  0.8839
O  0.4657  -1.2653  -0.5489
C  2.5925  0.3573  0.8083
C  -1.4370  0.1269  -0.7484
C  1.9541  1.2011  -0.0280
C  -0.2307  -0.3956  -0.0433
C  -2.6477  -0.5526  -0.0934
H  -2.5749  -1.6424  -0.1732
H  3.2955  0.7839  1.5289
H  -1.5234  1.2133  -0.6517
H  1.7048  -1.2756  0.3015
H  2.0259  2.2529  0.2084
H  -0.1039  -0.1088  1.0160
H  -3.5670  -0.2318  -0.5869
H  -1.3701  -0.1376  -1.8078
H  1.6464  0.9355  -1.0330
H  -2.7234  -0.2907  0.9677

Here are the natural (NBO) charges for atoms 1 to 5, given in e: -0.697 -0.584 0.208 -0.513 -0.639


Arrangement y

Computed, not measured: a 3-piece molecular cluster, C5H10O2 overall, with ωB97M-V with the def2-TZVPD basis set.

Values from the calculation:
- HOMO-LUMO gap (spin up / spin down): 7.6 / 7.8 eV
- HOMO level (spin up / spin down): -0.2592 / -0.2628 Eh

Element x y z (Å)
O  2.2290  0.3684  -0.3524
O  -1.4269  0.3566  -1.2869
C  -1.8140  1.0456  -0.1028
C  -0.4953  1.1404  0.6737
C  0.0602  -0.2765  0.4829
C  1.4769  -0.5085  0.3814
C  -0.5246  -0.6079  -0.9350
H  -2.2492  2.0035  -0.3977
H  0.8104  -2.2381  -0.3624
H  0.1652  1.8751  0.2026
H  0.0117  -2.2319  -0.6188
H  -2.5612  0.4653  0.4569
H  -0.6262  1.3977  1.7290
H  -0.3674  -0.9512  1.2307
H  2.0092  -1.1173  1.1055
H  3.1196  0.0138  -0.4476
H  0.1825  -0.7350  -1.7592

Here are the natural (NBO) charges for atoms 1 to 5, given in e: -0.692 -0.494 -0.074 -0.411 -0.395


Quick one: most stable of them? arrangement x


Arrangement w

Computed, not measured: C5H10O2 as an isolated structure, with ωB97M-V with the def2-TZVPD basis set.

Values from the calculation:
- HOMO-LUMO gap: 9.9 eV
- HOMO level: -0.3509 Eh

Element x y z (Å)
O  -2.6100  -0.2477  -0.6458
O  -0.0480  -0.6416  -1.3989
C  0.8955  -1.2049  -0.6298
C  0.5531  1.0201  0.7998
C  -0.5889  0.8926  -0.0721
C  1.7804  -0.2088  0.0216
C  -1.8434  0.2405  0.4063
H  1.0847  1.9592  0.7611
H  -1.5883  -0.5309  1.1538
H  2.4535  -0.5997  0.7964
H  1.7771  -1.6101  -1.1931
H  -0.7119  1.6190  -0.8650
H  -1.9669  -0.7071  -1.2103
H  -2.4571  0.9780  0.9261
H  2.2765  0.4583  -0.6828
H  0.4299  0.6160  1.8029
H  0.5671  -2.0082  0.0555

Here are the natural (NBO) charges for atoms 1 to 5, given in e: -0.715 -0.675 -0.104 -0.510 0.111


Arrangement x

Computed, not measured: C5H10O2 as an isolated structure, with ωB97M-V with the def2-TZVPD basis set.

Values from the calculation:
- HOMO-LUMO gap: 9.3 eV
- HOMO level: -0.3104 Eh

Element x y z (Å)
O  -1.6369  -0.0221  0.8778
O  0.8827  2.5433  0.2506
C  0.7941  0.0005  0.7331
C  2.0311  -0.2930  -0.0662
C  -0.4203  -0.1661  0.2299
C  -0.9824  -0.8798  -0.9666
C  -2.2578  -0.8811  -0.1063
H  -0.4953  -1.8407  -1.1343
H  -2.4997  -1.8526  0.3349
H  0.2677  1.8549  -0.0518
H  0.8879  0.3329  1.7633
H  -1.0662  -0.3439  -1.9160
H  0.6585  2.6192  1.1853
H  1.8992  -0.0404  -1.1243
H  -3.1485  -0.4182  -0.5347
H  2.2552  -1.3635  0.0013
H  2.8984  0.2648  0.2967

Here are the natural (NBO) charges for atoms 1 to 5, given in e: -0.501 -0.941 -0.261 -0.635 0.260


Quick one: most stable of them? arrangement x


Arrangement w

Computed, not measured: one molecule with the formula C2H3FS, with ωB97M-V with the def2-TZVPD basis set.

Values from the calculation:
- HOMO-LUMO gap: 9.3 eV
- SMILES: CC(F)=S
- HOMO level: -0.3380 Eh

Element x y z (Å)
S  -1.9509  -0.8692  -0.3286
F  -1.0978  1.3119  0.6255
C  -0.8269  0.2344  -0.0180
C  0.7342  -0.0799  -0.1930
H  0.9058  -0.1624  0.9478
H  0.9045  -1.1009  -0.4807
H  1.3310  0.6661  -0.5529

Here are the natural (NBO) charges for atoms 1 to 5, given in e: -0.024 -0.301 0.302 -0.680 0.230


Arrangement x

Computed, not measured: one molecule with the formula C2H3FS, with ωB97M-V with the def2-TZVPD basis set.

Values from the calculation:
- HOMO-LUMO gap: 9.7 eV
- SMILES: F/C=C/S
- HOMO level: -0.3389 Eh

Element x y z (Å)
S  -1.1623  0.9093  -1.5497
F  1.5654  -1.1061  1.2346
C  0.2183  -0.0341  -0.4311
C  0.3769  -0.6275  0.8235
H  -0.2915  -0.2514  1.5407
H  -1.7686  1.2703  -0.5144
H  1.0619  -0.1605  -1.1036

Here are the natural (NBO) charges for atoms 1 to 5, given in e: 0.003 -0.318 -0.333 0.181 0.163


Quick one: most stable of them? arrangement w


Arrangement w

Computed, not measured: an isolated ion of composition C3H7N4 and charge +1, with ωB97M-V with the def2-TZVPD basis set.

Values from the calculation:
- HOMO-LUMO gap: 9.1 eV
- SMILES: [H]/N=C/N=N\C(C)=[NH2+]
- Total charge: +1
- HOMO level: -0.5406 Eh

Element x y z (Å)
N  -0.6235  0.8990  1.1765
N  1.0887  1.4231  -0.2864
N  2.2221  1.0315  -0.1714
N  1.2823  -0.9780  0.3779
C  2.3718  -0.3762  0.2254
C  -0.0644  0.7691  -0.0301
C  -1.0487  0.1986  -1.0285
H  -1.3984  1.1443  -1.5896
H  -1.3550  0.2279  1.2571
H  1.2183  -1.9796  0.6046
H  -1.9358  -0.3911  -0.5657
H  -0.5774  -0.3116  -1.8856
H  3.3041  -0.8376  0.2372
H  -0.2129  1.2372  2.0207

Here are the natural (NBO) charges for atoms 1 to 5, given in e: -0.704 -0.089 -0.025 -0.578 0.226


Arrangement x

Computed, not measured: C3H7N4 as an isolated structure, with ωB97M-V with the def2-TZVPD basis set.

Values from the calculation:
- HOMO-LUMO gap: 9.3 eV
- Total charge: +1
- HOMO level: -0.5427 Eh

Element x y z (Å)
N  0.5985  0.4133  0.2024
N  -1.8012  -0.2900  -0.3859
N  1.4234  0.5536  -0.9386
N  -0.3487  1.3180  0.4234
C  -0.9850  -1.2124  -0.3285
C  0.1989  -1.0528  0.5818
C  -1.5698  0.9042  0.1924
H  -0.0169  -0.9392  1.7084
H  2.3674  0.8467  -0.7533
H  1.4420  0.7818  1.1361
H  1.1833  -1.6736  0.2960
H  -2.4398  1.4498  0.5177
H  -1.1338  -2.2096  -0.9547
H  1.0817  1.1100  -1.6971

Here are the natural (NBO) charges for atoms 1 to 5, given in e: -0.091 -0.414 -0.658 -0.320 0.179


Quick one: most stable of them? arrangement w